# C22H25AlN3O5P2S3

C22H25AlN3O5P2S3 as an isolated structure in a non-equilibrium geometry (ωB97M-V/def2-TZVPD, the Open Molecules 2025 dataset).

Calculated values
Electronic energy   -3512.87476 Eh
E_HOMO   -10.613 eV
Net charge   +1
Kohn-Sham gap   4.8 eV

Each line ends with the natural charge from an NBO analysis.
Cartesian coordinates (Å):
C1 -3.863 -3.514 -2.219  -1.052
P1 -2.445 -3.274 -3.320  1.112
C2 -3.053 -2.209 -4.672  -1.012
P2 -0.463 -2.611 -2.457  1.201
C3 -0.829 -3.139 -0.675  -0.669
C4 -0.699 -2.134 0.484  -0.435
C5 0.742 -2.005 1.114  -0.506
S1 1.466 -0.380 0.674  0.317
C6 0.732 0.858 1.688  -0.152
S2 -0.845 0.980 2.082  0.053
N1 1.695 1.882 2.158  -0.600
C7 1.343 2.232 3.522  0.107
C8 1.558 1.237 4.484  -0.252
C9 1.243 1.399 5.813  -0.192
C10 0.680 2.613 6.223  -0.198
C11 0.498 3.617 5.295  -0.202
C12 0.825 3.441 3.953  -0.200
C13 1.740 3.017 1.259  0.215
C14 0.686 3.753 0.751  -0.248
C15 0.926 4.820 -0.104  -0.172
C16 2.207 5.174 -0.520  -0.184
C17 3.257 4.397 -0.026  -0.185
C18 3.001 3.368 0.848  -0.215
C19 -1.071 -0.825 -2.209  -0.466
O1 -2.426 -0.793 -1.678  -0.330
O2 -2.597 0.532 -1.221  -0.440
N2 0.144 -4.371 -2.715  -0.716
C20 -0.758 -5.216 -2.732  0.755
O3 -1.377 -6.158 -2.343  -0.542
N3 1.250 -2.229 -1.902  -0.719
C21 1.871 -1.356 -2.459  0.227
S3 2.593 -0.052 -2.984  0.073
C22 0.098 -2.331 -4.271  0.528
O4 0.737 -3.260 -4.838  -0.481
O5 -0.151 -1.340 -4.956  -0.566
H1 -3.976 -4.568 -1.906  0.283
H2 -4.799 -3.227 -2.723  0.261
H3 -3.844 -2.930 -1.284  0.292
H4 -2.835 -1.138 -4.511  0.299
H5 -2.524 -2.507 -5.593  0.286
H6 -4.121 -2.400 -4.847  0.255
H7 -1.732 -3.745 -0.512  0.244
H8 -0.026 -3.875 -0.467  0.256
H9 -1.281 -2.562 1.325  0.229
H10 -1.092 -1.122 0.384  0.232
H11 0.720 -2.086 2.207  0.234
H12 1.379 -2.788 0.681  0.260
H13 1.995 0.289 4.155  0.212
H14 1.423 0.579 6.506  0.231
H15 0.411 2.708 7.275  0.232
H16 0.066 4.548 5.665  0.232
H17 0.662 4.258 3.253  0.226
H18 -0.341 3.525 1.030  0.247
H19 0.109 5.433 -0.490  0.236
H20 2.417 5.987 -1.209  0.240
H21 4.263 4.646 -0.367  0.231
H22 3.852 2.792 1.223  0.047
H23 -0.463 -0.265 -1.478  0.214
H24 -1.103 -0.200 -3.111  0.240
H25 -2.702 0.489 -0.256  0.468
Al1 4.773 1.889 2.696  0.961

---

# C22H25AsClF6N4RhS2Sb

C22H25AsClF6N4RhS2Sb as an isolated structure in a non-equilibrium geometry (ωB97M-V/def2-TZVPD, the Open Molecules 2025 dataset).

Calculated values
Electronic energy   -5514.11713 Eh
E_HOMO (alpha / beta)   -14.301 / -14.286 eV
Spin multiplicity   2
Net charge   +2
Kohn-Sham gap (alpha / beta)   6.3 / 6.3 eV

Each line ends with the natural charge from an NBO analysis.
Cartesian coordinates (Å):
Rh1 1.270 0.786 0.023  0.999
C1 3.413 4.885 -2.189  -0.755
S1 3.381 5.031 -0.394  0.488
C2 2.053 4.014 -0.013  -0.157
S2 1.673 3.817 1.671  0.913
N1 1.329 3.503 -0.977  -0.293
N2 0.720 2.395 -1.151  -0.121
C3 -0.251 2.448 -2.080  -0.110
C4 -0.766 1.312 -2.712  0.255
C5 -1.277 1.416 -4.032  -0.251
C6 -1.256 0.317 -4.838  -0.079
C7 -0.736 -0.918 -4.358  -0.239
C8 -0.490 -1.037 -3.037  0.045
N3 -0.648 0.038 -2.162  -0.653
H1 4.175 5.591 -2.513  0.268
H2 2.450 5.170 -2.605  0.247
H3 3.691 3.879 -2.492  0.239
H4 -0.441 3.417 -2.523  0.238
H5 -1.565 2.388 -4.409  0.263
H6 -1.587 0.392 -5.866  0.260
H7 -0.564 -1.748 -5.027  0.267
H8 -0.170 -1.958 -2.567  0.241
C9 -3.443 -1.031 -1.768  -0.985
As1 -1.896 -0.439 -0.814  1.830
C10 -2.397 1.069 0.246  -0.969
C11 -1.134 -1.904 0.185  -0.735
C12 -2.172 -2.308 1.203  -0.104
C13 -3.106 -3.291 0.881  -0.210
C14 -4.073 -3.661 1.802  -0.184
C15 -4.115 -3.050 3.048  -0.188
C16 -3.182 -2.077 3.377  -0.128
C17 -2.213 -1.705 2.457  -0.235
H9 -4.157 -1.377 -1.020  0.291
H10 -3.184 -1.850 -2.437  0.272
H11 -3.866 -0.198 -2.327  0.272
H12 -3.469 1.215 0.118  0.278
H13 -1.854 1.957 -0.052  0.278
H14 -2.175 0.845 1.286  0.291
H15 -0.196 -1.552 0.616  0.289
H16 -0.930 -2.706 -0.524  0.265
H17 -3.060 -3.792 -0.080  0.216
H18 -4.786 -4.436 1.552  0.241
H19 -4.866 -3.344 3.769  0.242
H20 -3.199 -1.616 4.356  0.230
H21 -1.466 -0.968 2.732  0.211
Cl1 1.215 -1.434 5.144  0.079
C18 1.782 -1.577 3.528  -0.061
C19 2.646 -2.596 3.155  -0.136
C20 3.056 -2.657 1.836  -0.212
C21 2.600 -1.715 0.933  0.047
N4 1.772 -0.729 1.312  -0.494
C22 1.376 -0.651 2.590  0.009
H22 2.991 -3.313 3.887  0.259
H23 3.741 -3.423 1.500  0.256
H24 2.891 -1.717 -0.107  0.254
H25 0.755 0.191 2.865  0.244
F1 2.052 -0.175 -1.423  -0.659
Sb1 4.768 1.429 1.166  2.095
F2 2.624 4.992 2.209  -0.473
F3 5.296 -0.348 0.797  -0.696
F4 6.385 1.923 1.980  -0.677
F5 3.921 0.959 2.794  -0.705
F6 0.662 1.922 1.477  -0.668

---

# C22H25AuINO

C22H25AuINO as an isolated structure in a non-equilibrium geometry (ωB97M-V/def2-TZVPD, the Open Molecules 2025 dataset).

Calculated values
Electronic energy   -1416.53714 Eh
E_HOMO (alpha / beta)   -7.947 / -7.821 eV
Spin multiplicity   3
Net charge   0
Kohn-Sham gap (alpha / beta)   7.6 / 5.4 eV

Each line ends with the natural charge from an NBO analysis.
Cartesian coordinates (Å):
C1 -3.462 -1.622 -0.324  -0.320
C2 -2.275 -1.762 -1.127  -0.068
C3 -1.156 -1.615 -0.289  -0.325
H1 -2.262 -1.959 -2.204  0.217
C4 -1.616 -1.352 1.055  -0.329
C5 -3.067 -1.388 0.995  -0.176
H2 -1.033 -1.651 1.930  0.230
C6 -3.247 2.189 -1.190  -0.261
C7 -2.978 1.513 -2.415  -0.075
C8 -1.560 1.431 -2.574  -0.389
H3 -3.739 1.114 -3.094  0.211
C9 -0.960 2.043 -1.442  0.126
C10 -2.009 2.580 -0.634  -0.278
H4 -0.116 -1.701 -0.601  0.225
H5 -3.725 -1.120 1.816  0.237
H6 -4.482 -1.728 -0.700  0.226
H7 -1.872 3.176 0.260  0.232
H8 -1.022 1.000 -3.418  0.221
H9 -4.190 2.282 -0.672  0.231
Au1 -1.081 0.738 2.106  0.634
C11 0.500 2.128 -1.042  -0.075
C12 0.770 3.616 -0.789  -0.600
C13 1.452 1.521 -2.056  -0.608
H10 0.594 4.144 -1.736  0.215
H11 1.799 3.784 -0.457  0.227
H12 0.088 4.013 -0.025  0.226
H13 1.323 2.016 -3.022  0.222
H14 1.286 0.443 -2.189  0.215
H15 2.487 1.676 -1.725  0.214
C14 0.663 1.333 0.297  -0.549
C15 1.739 1.599 1.335  0.677
H16 0.632 0.248 0.097  0.257
H17 -0.230 1.772 0.869  0.198
O1 1.772 2.734 1.824  -0.588
N1 2.520 0.557 1.819  -0.657
C16 1.889 -0.655 2.379  -0.214
H18 3.241 0.895 2.445  0.404
C17 2.007 -1.870 1.480  -0.076
C18 1.394 -3.081 1.847  -0.164
H19 0.854 -3.142 2.796  0.206
C19 1.489 -4.176 0.992  -0.214
H20 1.004 -5.107 1.264  0.219
C20 2.202 -4.078 -0.209  -0.215
H21 2.275 -4.941 -0.875  0.220
C21 2.825 -2.876 -0.553  -0.203
H22 3.387 -2.774 -1.473  0.218
C22 2.748 -1.775 0.302  -0.226
H23 3.257 -0.833 0.089  0.235
H24 0.802 -0.463 2.630  0.165
H25 2.376 -0.871 3.353  0.230
I1 -3.293 1.992 2.853  -0.526

---

# C22H25BBeF4N4O

C22H25BBeF4N4O as an isolated structure in a non-equilibrium geometry (ωB97M-V/def2-TZVPD, the Open Molecules 2025 dataset).

Calculated values
Electronic energy   -1585.59164 Eh
E_HOMO   -6.011 eV
Net charge   0
Kohn-Sham gap   5.8 eV

Each line ends with the natural charge from an NBO analysis.
Cartesian coordinates (Å):
Be1 -0.334 -0.387 0.364  1.740
B1 0.481 -2.547 0.739  1.298
F1 1.223 -1.313 0.714  -0.533
F2 -0.802 -2.054 0.874  -0.519
F3 0.463 -3.203 -0.473  -0.468
F4 0.825 -3.317 1.799  -0.493
C1 -1.415 2.562 -1.762  -0.668
C2 -1.264 2.188 -0.306  -0.117
O1 -0.521 0.989 -0.097  -1.041
H1 -1.981 3.494 -1.770  0.236
H2 -1.799 1.730 -2.352  0.221
H3 -0.500 2.903 -2.246  0.221
H4 -2.194 1.995 0.228  0.199
H5 -0.701 2.859 0.343  0.188
N1 1.081 0.452 0.576  -0.400
C3 1.897 0.171 1.661  0.133
C4 3.264 0.462 1.673  -0.252
C5 3.726 1.285 0.710  -0.196
C6 2.875 1.801 -0.227  -0.202
C7 1.568 1.389 -0.288  0.034
H6 1.576 -0.643 2.293  0.233
H7 4.034 0.014 2.284  0.225
H8 4.769 1.564 0.734  0.208
H9 3.199 2.561 -0.922  0.211
H10 0.977 1.726 -1.127  0.242
N2 0.083 -0.887 -1.088  -0.706
C8 -0.118 0.041 -2.048  0.144
C9 0.687 0.210 -3.201  -0.327
C10 1.881 -0.500 -3.299  -0.128
C11 2.092 -1.533 -2.395  -0.297
C12 1.183 -1.676 -1.339  0.154
H11 -0.935 0.738 -1.931  0.239
H12 0.573 1.009 -3.920  0.221
H13 2.624 -0.403 -4.077  0.214
H14 2.993 -2.129 -2.367  0.219
H15 1.343 -2.233 -0.428  0.220
N3 0.068 0.179 1.691  -0.594
C13 0.306 -0.718 2.695  -0.109
C14 0.229 -0.478 4.067  -0.246
C15 -0.310 0.831 4.434  -0.231
C16 -0.600 1.797 3.436  -0.256
C17 -0.313 1.390 2.140  0.012
H16 0.598 -1.719 2.414  0.237
H17 0.365 -1.157 4.895  0.230
H18 -0.332 1.069 5.487  0.204
H19 -0.789 2.824 3.711  0.226
H20 -0.557 1.994 1.278  0.213
N4 -1.516 -0.713 -0.550  -0.594
C18 -1.780 -2.076 -0.653  0.070
C19 -2.872 -2.658 -1.163  -0.276
C20 -3.821 -1.866 -1.812  -0.178
C21 -3.630 -0.495 -1.760  -0.260
C22 -2.465 0.026 -1.104  -0.013
H21 -1.045 -2.789 -0.311  0.244
H22 -2.930 -3.729 -1.039  0.214
H23 -4.791 -2.299 -2.009  0.211
H24 -4.363 0.180 -2.177  0.215
H25 -2.307 1.089 -1.002  0.228